[1]
Entry from the Open Molecules 2025 dataset: 2 unconnected molecules or ions with the total composition C6H12BrN (wB97M-V/def2-TZVPD).

Geometry (Å):
Br -1.13 -2.10 1.52
N -1.65 -0.45 -1.77
C 0.11 0.84 2.40
C -0.25 0.71 0.99
C -0.53 -0.83 -1.43
C 0.49 -1.31 -2.40
C -0.01 -0.71 0.59
C 0.62 1.44 0.01
H 1.19 0.64 2.64
H -1.35 0.95 0.93
H 0.93 2.49 0.38
H 0.20 -2.18 -2.82
H 1.42 0.81 -0.43
H -0.13 1.54 -0.74
H 0.56 -0.53 -3.22
H 1.48 -1.59 -1.96
H -0.29 -0.03 2.99
H -2.45 -0.23 -1.16
H -0.23 1.72 2.86
H 1.00 -1.17 0.61

Values from the calculation:
E_HOMO = -8.46 eV
Net charge = 0
Frontier orbital gap = 0.343 Ha
LUMO = 0.882 eV
E = -77946.2878 eV
2S+1 = 1

These are the Löwdin partial charges, in e, on atoms 1 to 6: Br 0.569; N 0.125; C -0.136; C -0.569; C -0.317; C -0.062



[2]
Entry from the Open Molecules 2025 dataset: a gas-phase ion, C6H12BrN3 (charge +2) (wB97M-V/def2-TZVPD).

Geometry (Å):
Br -3.02 -0.66 0.12
N 0.08 -0.82 -0.47
N -1.13 2.71 -0.83
N -0.51 1.46 0.95
C -1.09 1.56 -0.19
C 0.06 -2.20 -0.80
C -1.78 0.33 -0.80
C -0.08 0.49 1.61
C 2.06 -0.14 0.87
C 0.60 -0.58 0.88
H 1.15 -2.58 -0.65
H 0.13 0.73 2.67
H -1.75 2.67 -1.63
H 2.81 -0.96 0.62
H 2.27 0.27 1.82
H -0.03 -2.36 -1.95
H -0.87 3.59 -0.42
H 0.62 -0.20 -1.25
H 2.35 0.68 0.12
H 0.62 -1.45 1.57
H -1.77 0.26 -1.91
H -0.72 -2.80 -0.33

Values from the calculation:
E_HOMO (alpha / beta) = -18.66 / -18.66 eV
Net charge = +2
Frontier orbital gap (alpha / beta) = 0.312 / 0.312 Ha
LUMO (alpha / beta) = -10.170 / -10.170 eV
E = -80908.5732 eV
2S+1 = 1

These are the Löwdin partial charges, in e, on atoms 1 to 6: Br 1.015; N -0.085; N 0.285; N 0.190; C -0.371; C -0.072



[3]
Entry from the Open Molecules 2025 dataset: a gas-phase ion, C6H12Cl2N2P (charge +1) (wB97M-V/def2-TZVPD).

Geometry (Å):
Cl -4.67 -1.65 0.51
Cl -5.68 0.93 -0.91
P -4.56 0.36 0.67
N -1.31 -0.92 -0.14
N -2.99 0.76 0.12
C -0.21 -1.57 0.24
C 0.98 -1.48 -0.58
C 0.69 1.01 0.00
C 1.59 -0.22 0.11
C -0.57 1.13 0.99
C -1.85 0.21 0.74
H -0.89 2.08 0.87
H -2.90 1.02 -0.92
H -2.23 -0.10 1.71
H 0.75 -1.21 -1.68
H -0.11 -1.68 1.31
H -0.31 0.98 2.08
H 0.25 1.13 -1.07
H 1.99 -0.33 1.17
H 1.67 -2.20 -0.59
H 1.33 1.84 0.25
H 2.43 -0.05 -0.57
H -1.39 -0.87 -1.18

Values from the calculation:
E_HOMO (alpha / beta) = -9.30 / -13.58 eV
Net charge = +1
Frontier orbital gap (alpha / beta) = 0.193 / 0.175 Ha
LUMO (alpha / beta) = -4.058 / -8.810 eV
E = -43719.8516 eV
2S+1 = 3

These are the Löwdin partial charges, in e, on atoms 1 to 6: Cl 0.340; Cl 0.314; P 0.302; N -0.016; N -0.196; C -0.226



[4]
Entry from the Open Molecules 2025 dataset: a gas-phase ion, C6H12Cl2N3 (charge +1) (wB97M-V/def2-TZVPD).

Geometry (Å):
Cl 2.55 0.53 -1.51
Cl 0.84 2.21 0.82
N -0.09 0.65 -1.39
N 1.04 -0.36 0.49
N -1.55 -1.03 -0.97
C -2.38 1.07 -2.06
C -1.38 0.13 -1.46
C 1.24 -1.71 0.98
C 0.92 0.62 1.34
C 0.98 -0.17 -0.98
C 0.85 0.38 2.79
H 0.09 -0.36 3.03
H 0.10 1.55 -1.80
H -2.50 -1.37 -1.03
H -2.00 1.48 -2.99
H 1.80 0.00 3.16
H -3.31 0.55 -2.26
H 0.63 1.30 3.33
H 0.86 -1.18 -1.40
H -2.57 1.89 -1.37
H 2.10 -1.74 1.66
H 1.44 -2.37 0.14
H 0.36 -2.07 1.50

Values from the calculation:
E_HOMO = -13.36 eV
Net charge = +1
Frontier orbital gap = 0.328 Ha
LUMO = -4.440 eV
E = -35925.3511 eV
2S+1 = 1
SMILES = [H]/N=C(\C)N[C@@H](Cl)/[N+](C)=C(/C)Cl

These are the Löwdin partial charges, in e, on atoms 1 to 6: Cl 0.700; Cl 0.904; N -0.036; N -0.121; N 0.155; C 0.002



[5]
Entry from the Open Molecules 2025 dataset: a molecular structure, C6H12Cl3FeO2 (wB97M-V/def2-TZVPD).

Geometry (Å):
Fe 0.16 0.26 0.04
Cl -0.14 -2.00 -0.16
Cl 2.25 1.01 -0.44
Cl -1.25 2.03 0.49
O -0.46 0.54 -2.09
O 0.60 0.17 2.08
C 0.67 -0.15 3.26
C 0.61 0.90 4.30
C -0.68 0.29 -3.25
C -0.74 1.40 -4.26
C 0.84 -1.60 3.61
C -0.95 -1.13 -3.66
H 0.25 1.86 3.95
H -2.04 -1.22 -3.68
H 1.62 1.12 4.66
H -1.77 1.69 -4.44
H -0.28 1.10 -5.20
H 0.83 -1.80 4.68
H 0.06 -2.17 3.12
H -0.64 -1.83 -2.89
H 0.02 0.61 5.17
H -0.58 -1.40 -4.65
H -0.19 2.28 -3.93
H 1.81 -1.97 3.29

Values from the calculation:
E_HOMO (alpha / beta) = -10.00 / -9.73 eV
Net charge = 0
Frontier orbital gap (alpha / beta) = 0.384 / 0.297 Ha
LUMO (alpha / beta) = 0.446 / -1.649 eV
E = -82469.0927 eV
2S+1 = 6

These are the Löwdin partial charges, in e, on atoms 1 to 6: Fe 0.195; Cl -0.017; Cl -0.032; Cl -0.055; O -0.126; O -0.155



[6]
Entry from the Open Molecules 2025 dataset: 3 unconnected molecules or ions with the total composition C6H12Cl6 (wB97M-V/def2-TZVPD).

Geometry (Å):
Cl -0.70 -2.93 -4.77
Cl -0.67 3.24 3.62
Cl -1.56 0.96 -2.34
Cl -2.16 0.19 1.86
Cl -0.04 -3.28 -1.46
Cl 2.85 0.79 3.47
C 0.91 2.55 4.05
C -2.06 0.15 -0.83
C 0.90 -2.89 -3.99
C -1.67 1.01 0.35
C 0.84 -2.25 -2.62
C 1.31 1.56 2.99
H 1.62 3.37 4.11
H 1.58 -2.33 -4.63
H 0.34 -1.29 -2.68
H 0.57 0.77 2.89
H -2.16 1.98 0.33
H 0.82 2.07 5.02
H 1.26 -3.92 -3.92
H -0.59 1.15 0.40
H 1.46 2.04 2.03
H -1.57 -0.82 -0.80
H 1.85 -2.12 -2.23
H -3.14 0.00 -0.87

Values from the calculation:
E_HOMO = -10.84 eV
Net charge = 0
Frontier orbital gap = 0.418 Ha
LUMO = 0.541 eV
E = -81552.0096 eV
2S+1 = 1
SMILES = ClCCCl.ClCCCl.ClCCCl

These are the Löwdin partial charges, in e, on atoms 1 to 6: Cl 0.538; Cl 0.549; Cl 0.554; Cl 0.557; Cl 0.545; Cl 0.554



Q: Among the records above, which one has the lowest E?
A: C6H12Cl3FeO2



Copy entry 3 word for word.
Entry from the Open Molecules 2025 dataset: a gas-phase ion, C6H12Cl2N2P (charge +1) (wB97M-V/def2-TZVPD).

Geometry (Å):
Cl -4.67 -1.65 0.51
Cl -5.68 0.93 -0.91
P -4.56 0.36 0.67
N -1.31 -0.92 -0.14
N -2.99 0.76 0.12
C -0.21 -1.57 0.24
C 0.98 -1.48 -0.58
C 0.69 1.01 0.00
C 1.59 -0.22 0.11
C -0.57 1.13 0.99
C -1.85 0.21 0.74
H -0.89 2.08 0.87
H -2.90 1.02 -0.92
H -2.23 -0.10 1.71
H 0.75 -1.21 -1.68
H -0.11 -1.68 1.31
H -0.31 0.98 2.08
H 0.25 1.13 -1.07
H 1.99 -0.33 1.17
H 1.67 -2.20 -0.59
H 1.33 1.84 0.25
H 2.43 -0.05 -0.57
H -1.39 -0.87 -1.18

Values from the calculation:
E_HOMO (alpha / beta) = -9.30 / -13.58 eV
Net charge = +1
Frontier orbital gap (alpha / beta) = 0.193 / 0.175 Ha
LUMO (alpha / beta) = -4.058 / -8.810 eV
E = -43719.8516 eV
2S+1 = 3

These are the Löwdin partial charges, in e, on atoms 1 to 6: Cl 0.340; Cl 0.314; P 0.302; N -0.016; N -0.196; C -0.226



Q: Among the records above, which one has the lowest E?
A: C6H12Cl3FeO2